Formula: C3H9Cl2NSi
Source: the Open Molecules 2025 dataset
Level of theory: wB97M-V/def2-TZVPD

The geometry in XYZ format:
```
16
Properties=species:S:1:pos:R:3:mulliken_charge:R:1
C 2.12 1.98 0.36 -0.94
C 2.23 -0.40 -0.15 -0.98
C 0.23 0.71 -0.63 -0.15
N 1.44 0.80 -0.16 0.21
Si -4.69 -0.98 -0.11 0.56
Cl -4.65 0.99 0.28 -0.21
Cl -0.63 2.21 -0.59 -0.18
H 1.43 2.57 0.96 0.36
H 2.96 1.68 0.98 0.35
H 2.48 2.60 -0.46 0.31
H 1.66 -1.20 -0.64 0.33
H 3.17 -0.25 -0.69 0.36
H 2.46 -0.70 0.87 0.34
H -3.35 -1.51 0.11 -0.11
H -5.65 -1.59 0.80 -0.12
H -5.12 -1.15 -1.49 -0.11
```

## Properties
**E_tot**: -37668.4197 eV
**E_LUMO**: 0.8 eV
**HOMO energy**: -8.5 eV
**2S+1**: 1